# 1
Here is a single C6H6N2OS2 molecule in a non-equilibrium geometry from OMol25. Energies are from ωB97M-V with the def2-TZVPD basis set.

Properties
LUMO (alpha / beta): 0.690 / -2.656 eV
HOMO-LUMO gap (alpha / beta): 6.1 / 6.5 eV
2S+1: 3

XYZ file:
```
17
Properties=species:S:1:pos:R:3:forces:R:3
C 2.807404 -0.897471 0.815634 -4.0182 -4.0231 0.8254
C 3.360122 0.193537 0.191901 -0.6128 3.5178 -2.1149
C 0.875356 -0.143392 0.040091 -0.8077 1.9305 -1.7499
C -1.174569 0.293166 -1.218015 -2.0636 -1.5822 -0.7398
C -2.732296 0.166348 -0.980092 0.1088 -1.8337 -1.1929
C -1.400692 0.109964 1.220402 1.2053 1.4513 -3.4680
N 1.471067 -1.069854 0.688516 2.7040 -2.5236 2.6994
N -0.485730 0.002408 -0.098335 -0.1394 -0.5432 2.5765
O -0.756167 0.494822 -2.321315 0.8319 0.4803 -0.5561
S 2.072853 1.064509 -0.566097 0.5745 1.3668 -1.0982
S -3.016841 -0.457775 0.671007 0.0896 -0.5422 0.7398
H 3.340114 -1.787126 1.063199 0.4495 -0.3364 0.5631
H 4.307795 0.634477 0.215539 1.1639 0.2815 0.3307
H -3.048946 1.166331 -1.147433 -0.9321 0.8607 -0.0525
H -3.324767 -0.593210 -1.703086 1.8791 1.9869 1.3144
H -0.826857 -0.401281 1.995558 -0.6566 0.3446 0.1568
H -1.467839 1.224541 1.132524 0.2238 -0.8360 1.7659
```
Positions in Å, forces in eV/Å.

These are the Mulliken partial charges, in e, on atoms 1 to 2:
1. C -0.4002
2. C -0.2871



# 2
Here is a single C3H4N2 molecule in a non-equilibrium geometry from OMol25. Energies are from ωB97M-V with the def2-TZVPD basis set.

Properties
LUMO (alpha / beta): -0.006 / 0.026 eV
HOMO-LUMO gap (alpha / beta): 9.1 / 8.5 eV
Relative energy (zero: lowest compared OMol25 entry of this formula, charge and spin): 167.6 kcal per mole
2S+1: 1

XYZ file:
```
9
Properties=species:S:1:pos:R:3:forces:R:3
C -0.667980 -0.417501 0.843313 -3.0271 -0.1290 -3.7924
C -1.587404 -0.410693 -0.171730 4.9178 0.4862 2.4834
C 1.328123 0.325224 -0.501068 -0.3931 -2.2873 -3.3170
N 0.432338 0.345762 0.617317 1.3349 0.9997 0.0604
N 0.199806 1.151726 -0.488944 -0.5557 1.1192 0.0487
H -0.778235 -0.795683 1.794373 -0.3471 -1.1698 1.9282
H -2.563701 -0.554539 -0.346165 -3.3279 -0.6916 -0.4632
H 2.248478 0.741610 -0.289899 1.9109 0.8553 0.5484
H 1.388574 -0.385906 -1.457195 -0.5127 0.8174 2.5035
```
Positions in Å, forces in eV/Å.

These are the Mulliken partial charges, in e, on atoms 1 to 2:
1. C -0.1615
2. C -0.4787



# 3
Here is a molecular structure, C38H56BrGeN3OPdS3Si3 in a non-equilibrium geometry from OMol25. Energies are from ωB97M-V with the def2-TZVPD basis set.

Properties
LUMO (alpha / beta): -2.346 / -5.651 eV
Net charge: +1
HOMO-LUMO gap (alpha / beta): 7.3 / 4.7 eV
Relative energy (zero: lowest compared OMol25 entry of this formula, charge and spin): 17.0 kcal per mole
2S+1: 6

XYZ file:
```
107
Properties=species:S:1:pos:R:3:forces:R:3
Pd -0.542886 -0.680222 -0.243359 0.1859 -0.7967 -1.3162
C 4.234052 -2.669857 5.462851 -0.0002 0.0786 -0.1178
C 4.877789 -1.659781 4.508999 0.1087 -0.0864 0.1709
C 6.113182 -2.316366 3.868583 -0.0932 0.0527 -0.0493
C 5.307397 -0.428819 5.326007 -0.0639 -0.0178 -0.0949
C 3.933153 -1.214031 3.411663 0.0559 0.0091 0.0055
C 2.637140 -1.731050 3.278181 -0.2543 0.0147 -0.1195
C 1.842159 -1.251069 2.281864 -0.5652 -0.4594 0.1070
Br 0.095883 -1.992416 2.078713 0.4757 -0.2604 0.4188
C 2.213372 -0.223475 1.342078 -0.1878 0.2332 -0.1529
O 1.352365 0.252983 0.553992 0.9674 0.2857 0.6108
C 3.593575 0.228248 1.435025 0.2827 0.0889 -0.0179
C 4.357537 -0.268010 2.467871 0.0077 0.0876 -0.1164
C 4.279549 1.224627 0.490174 -0.0958 0.0600 -0.0988
C 3.409499 1.710186 -0.670245 -0.0462 -0.0784 0.0989
C 5.509720 0.529961 -0.120982 -0.0301 -0.0285 0.0606
C 4.701355 2.457182 1.308026 -0.0386 -0.0703 0.0174
H 4.953709 -2.932457 6.237159 -0.0097 -0.0186 0.0161
H 3.954654 -3.588899 4.944966 -0.0231 -0.0183 0.0277
H 3.352627 -2.253592 5.954048 -0.0138 -0.0270 0.0151
H 6.784870 -2.672626 4.649638 0.0138 0.0053 0.0085
H 6.664039 -1.614669 3.242028 0.0215 -0.0149 -0.0097
H 5.816859 -3.167276 3.253382 0.0479 -0.0218 -0.0020
H 5.962598 -0.741705 6.138907 0.0156 0.0049 0.0068
H 4.436104 0.067892 5.756124 0.0244 0.0241 0.0358
H 5.848332 0.293889 4.715159 0.0076 0.0204 0.0183
H 2.259461 -2.499910 3.935549 0.0446 0.0125 0.0319
H 5.372360 0.095588 2.550457 -0.0085 -0.0113 0.0395
H 3.066820 0.875596 -1.280146 -0.0575 0.0208 -0.0557
H 3.997656 2.375839 -1.303759 0.0520 -0.0151 0.0336
H 2.542433 2.258507 -0.311717 -0.0789 0.0203 -0.0596
H 5.202315 -0.362383 -0.669103 0.0378 -0.0023 -0.0209
H 6.239474 0.230725 0.631197 0.0140 0.0115 -0.0117
H 6.005150 1.203457 -0.820699 -0.0073 0.0343 0.0133
H 3.823188 2.925174 1.757479 0.0260 0.0446 0.0061
H 5.181563 3.187593 0.656168 0.0120 -0.0086 -0.0164
H 5.398193 2.206192 2.107824 0.0192 0.0155 -0.0074
S -2.052703 4.395847 -5.988864 0.2371 -0.5441 -0.0245
C -1.328925 3.194359 -5.127742 -0.5031 0.9618 0.0004
S -0.923256 3.447054 -3.454700 0.2256 -0.7537 -0.1821
C -0.463575 1.733089 -3.322616 0.1022 1.2124 1.0970
N -0.586396 1.111523 -4.464621 -0.0822 -0.6507 -0.9136
N -1.026103 1.884901 -5.459424 0.3633 -0.1890 0.4595
C -1.116145 1.256836 -6.744038 -0.1431 -0.2999 -0.3995
C -1.067650 1.966603 -7.940476 0.0187 0.0833 0.2309
C -1.203577 1.289817 -9.141978 0.0178 -0.0485 0.0091
C -1.356219 -0.086752 -9.165441 0.0254 0.0145 -0.0265
C -1.357544 -0.795133 -7.972810 0.0076 -0.0356 0.0427
C -1.239381 -0.132444 -6.766584 -0.1024 0.0631 0.1588
S 0.146937 1.139185 -1.874406 -0.1282 0.5237 -0.5332
H -0.915456 3.029081 -7.948606 -0.0266 0.1671 0.0446
H -1.184261 1.852388 -10.065052 0.0315 0.0015 -0.0011
H -1.460092 -0.608457 -10.106936 -0.0064 0.0073 -0.0060
H -1.457359 -1.871937 -7.975416 -0.0100 -0.0054 -0.0152
H -1.247668 -0.675925 -5.833439 -0.0470 -0.0425 -0.0436
C -3.360990 -2.705877 2.287547 0.2005 0.3334 -0.1009
Si -3.998075 -1.285000 1.217837 -0.2463 0.2046 -0.3263
C -5.520972 -0.513310 2.025992 0.2407 -0.2052 -0.0920
C -4.344622 -1.862336 -0.544177 0.0462 0.0884 0.2765
Ge -2.169793 0.426023 1.100712 -0.8053 0.1150 0.9435
Si -3.553546 2.427124 -0.028722 -0.1509 0.0105 -0.2270
C -3.815431 1.617545 -1.710590 0.1016 0.0785 0.3308
C -5.160644 3.033961 0.732028 0.3422 -0.2650 0.0608
C -2.170932 3.699142 0.054793 -0.1103 -0.3171 0.0887
Si -1.598130 1.460193 3.303728 -0.0346 0.1368 -0.3181
C -1.097324 0.133686 4.558916 -0.0859 0.0769 -0.2789
C -3.152750 2.348301 3.913422 0.3537 -0.1247 -0.0581
C -0.157754 2.644691 2.985124 -0.1977 -0.1473 0.1005
H -4.165104 -3.419822 2.475871 -0.0695 0.0209 -0.0615
H -2.996585 -2.354362 3.254373 -0.0323 -0.0089 0.0263
H -2.546036 -3.241024 1.796242 -0.0442 -0.0302 -0.0460
H -6.298989 -1.271479 2.142812 -0.0156 -0.0250 -0.0035
H -5.933893 0.296715 1.425984 0.0165 -0.0497 -0.0081
H -5.290774 -0.120153 3.016974 0.0064 0.0064 0.0163
H -4.841122 -2.835122 -0.546685 -0.0164 -0.0174 0.0602
H -3.413493 -1.961579 -1.105514 0.0041 -0.0220 0.0110
H -4.991507 -1.163379 -1.076458 0.0076 0.0296 0.0291
H -4.776479 1.105047 -1.760155 -0.0043 0.0113 0.0826
H -3.029195 0.890659 -1.922405 0.0240 0.0176 -0.0511
H -3.801663 2.381909 -2.490503 0.0251 0.0920 -0.0225
H -5.925676 2.259299 0.750629 0.0108 0.0326 -0.0703
H -5.537666 3.862111 0.125755 0.0585 0.0221 -0.0678
H -5.024968 3.396659 1.750051 -0.0044 0.0310 -0.0289
H -1.202097 3.230981 -0.129962 0.0249 0.0190 -0.0434
H -2.136891 4.186684 1.029814 -0.0547 -0.0370 0.0142
H -2.327033 4.471089 -0.701559 -0.0899 0.0115 -0.0819
H -1.664393 -0.789914 4.438394 -0.0254 0.0132 0.0380
H -1.272580 0.501410 5.572020 -0.0166 0.0936 -0.0051
H -0.038929 -0.114905 4.467787 0.0013 0.0214 -0.0206
H -3.982001 1.650229 4.033827 -0.0167 -0.0117 -0.0087
H -3.462841 3.130890 3.220671 0.0279 0.0183 0.0236
H -2.963971 2.813464 4.883442 0.0063 0.0192 0.0191
H 0.475926 2.268215 2.179292 0.0064 -0.0263 0.0040
H 0.462119 2.755090 3.877480 -0.0215 -0.0001 0.0424
H -0.505834 3.638393 2.700431 -0.0159 -0.0045 -0.0171
N -0.477546 -6.693298 -4.695189 -0.0043 0.0608 -0.0069
C -0.538326 -5.741339 -4.053804 -0.0149 -0.2297 -0.1882
C -0.610728 -4.574114 -3.229699 -0.0235 0.1971 0.2454
C -0.572068 -3.298232 -3.787830 0.0161 -0.0715 -0.0118
C -0.602442 -2.180513 -2.967873 -0.0449 0.0514 -0.0426
C -0.687910 -2.316298 -1.584000 -0.2559 0.1659 0.5640
C -0.763798 -3.598022 -1.037491 -0.0451 -0.0385 -0.1774
C -0.714634 -4.721817 -1.847326 0.0020 0.0113 0.0046
H -0.511358 -3.188384 -4.862887 0.0441 -0.0113 -0.0164
H -0.550995 -1.201763 -3.427871 0.0127 -0.0192 0.0480
H -0.862839 -3.750544 0.030182 0.0487 0.0376 0.0127
H -0.752588 -5.711992 -1.412384 -0.0079 -0.0196 -0.0344
```
Positions in Å, forces in eV/Å.

These are the Mulliken partial charges, in e, on atoms 1 to 2:
1. Pd -0.7226
2. C -2.1058



# 4
Here is a single C8H6N2S molecule in a non-equilibrium geometry from OMol25. Energies are from ωB97M-V with the def2-TZVPD basis set.

Properties
LUMO (alpha / beta): -1.357 / -1.158 eV
HOMO-LUMO gap (alpha / beta): 7.4 / 7.0 eV
SMILES string: N#CC1=Nc2sccc2CC1
Relative energy (zero: lowest compared OMol25 entry of this formula, charge and spin): 114.0 kcal per mole
2S+1: 1

XYZ file:
```
17
Properties=species:S:1:pos:R:3:forces:R:3
N -4.989508 -0.847522 -0.639745 -1.0027 -0.1971 -0.1027
C -3.837519 -0.809037 -0.689115 -0.6639 0.6896 -0.4549
C -2.499343 -0.695716 -0.665473 1.2544 -4.0849 5.1520
N -2.068921 -1.827007 0.710541 -2.3152 2.1563 -4.1618
C -0.803194 -1.698331 0.853869 1.3365 -0.9396 1.1484
S 0.199012 -2.938433 1.702614 -0.6487 0.2353 -0.1458
C 1.569685 -1.899467 1.748485 -1.8457 -0.4217 0.4215
C 1.263348 -0.666488 1.219050 2.6467 -0.0049 -0.6864
C -0.017154 -0.590306 0.632314 2.6267 2.1650 0.1390
C -0.434585 0.649891 -0.069637 -2.6546 0.6437 -0.6965
C -1.448647 0.061893 -1.223636 2.1580 0.7210 -0.4484
H 2.360701 -2.321548 2.339328 0.7034 0.4651 -0.2950
H 2.160454 0.025367 1.050795 -1.8924 -0.4906 0.3636
H -0.781730 1.492041 0.620123 -0.4302 -1.4144 -0.6644
H 0.309055 1.193970 -0.611932 1.0420 -0.3472 -0.3884
H -0.697553 -0.634183 -1.722231 -0.9375 0.4940 0.2006
H -1.885464 0.689457 -2.023190 0.6231 0.3305 0.6192
```
Positions in Å, forces in eV/Å.

These are the Mulliken partial charges, in e, on atoms 1 to 2:
1. N -0.4643
2. C 0.4503



- 2S+1 of number 3 (C38H56BrGeN3OPdS3Si3)?
  6